Entry 1:
Formula: C63H133N7O21
Source: the Open Molecules 2025 dataset
Level of theory: ωB97M-V/def2-TZVPD

Computed properties:
strongest force on any atom = 6.67 eV Å⁻¹
expectation value of S² = 0.750
2S+1 = 2
M = 1324.8 g/mol
orbital gap (alpha / beta) = 1.10 / 4.36 eV
total charge = -1

The geometry in XYZ format:
```
224
C63H133N7O21, DFT ωB97M-V/def2-TZVPD
C 0.50 1.55 3.49
C 0.28 0.87 2.08
C 0.98 -0.55 2.01
N 0.75 -1.32 0.70
C -0.79 -1.50 0.36
C 1.50 -0.67 -0.39
C 2.21 -1.78 -1.14
C 1.79 -3.09 -0.61
C 1.41 -2.76 0.81
H 0.01 2.53 3.50
H 1.58 1.50 3.63
H 0.01 1.01 4.31
H 0.69 1.47 1.27
H -0.77 0.91 1.81
H 0.49 -1.20 2.74
H 2.07 -0.53 2.03
H -0.91 -1.91 -0.64
H -1.37 -0.59 0.37
H -1.19 -2.12 1.16
H 0.80 -0.03 -0.93
H 2.24 -0.02 0.08
H 2.22 -1.80 -2.23
H 3.28 -1.70 -0.96
H 1.00 -3.47 -1.26
H 2.54 -3.88 -0.67
H 0.74 -3.38 1.42
H 2.36 -2.60 1.31
C -1.40 3.57 0.70
C -2.96 3.47 0.72
C -3.42 2.14 0.02
N -4.94 1.91 0.05
C -5.59 3.09 -0.71
C -5.58 1.71 1.44
C -6.91 1.01 1.15
C -6.77 0.20 -0.13
C -5.35 0.55 -0.65
H -1.02 4.47 0.23
H -0.89 2.79 0.13
H -1.15 3.58 1.77
H -3.26 4.35 0.16
H -3.42 3.62 1.70
H -3.02 1.21 0.42
H -3.18 2.14 -1.04
H -5.32 3.00 -1.76
H -5.32 4.09 -0.37
H -6.67 2.99 -0.72
H -5.71 2.64 1.99
H -4.87 1.03 1.91
H -7.66 1.79 1.07
H -7.08 0.39 2.03
H -7.58 0.45 -0.82
H -6.90 -0.86 0.10
H -5.22 0.54 -1.73
H -4.62 -0.17 -0.28
C 1.15 -9.80 -6.10
C 1.55 -8.45 -5.39
C 2.93 -8.51 -4.71
N 3.40 -7.30 -3.90
C 2.23 -6.65 -3.05
C 3.99 -6.23 -4.85
C 5.46 -6.62 -5.07
C 5.87 -6.99 -3.65
C 4.64 -7.67 -3.03
H 1.34 -10.66 -5.46
H 1.68 -9.92 -7.05
H 0.11 -9.84 -6.41
H 0.70 -8.27 -4.72
H 1.59 -7.68 -6.16
H 3.73 -8.64 -5.44
H 2.92 -9.28 -3.94
H 2.66 -5.90 -2.38
H 1.71 -7.40 -2.45
H 1.58 -6.09 -3.72
H 3.87 -5.34 -4.24
H 3.44 -6.05 -5.78
H 6.09 -5.78 -5.34
H 5.71 -7.43 -5.76
H 6.26 -6.13 -3.11
H 6.72 -7.68 -3.60
H 4.43 -7.24 -2.04
H 4.75 -8.75 -3.03
C 6.36 0.85 0.22
C 5.83 2.21 -0.38
C 5.73 3.26 0.72
N 4.51 4.16 0.60
C 4.69 4.92 -0.77
C 3.18 3.46 0.82
C 2.34 4.31 1.82
C 3.02 5.69 1.85
C 4.52 5.24 1.70
H 7.33 1.10 0.66
H 6.48 0.13 -0.59
H 5.66 0.44 0.94
H 4.91 2.02 -0.92
H 6.55 2.54 -1.13
H 6.58 3.94 0.81
H 5.72 2.79 1.70
H 5.71 5.26 -0.92
H 3.88 5.65 -0.78
H 4.63 4.14 -1.54
H 2.71 3.21 -0.13
H 3.29 2.50 1.33
H 1.31 4.39 1.46
H 2.43 3.89 2.82
H 2.77 6.44 1.10
H 2.84 6.24 2.77
H 5.22 6.07 1.58
H 4.83 4.72 2.60
C -2.67 3.75 -5.06
C -1.23 4.36 -5.31
C -0.41 4.23 -4.00
N 1.11 4.25 -4.21
C 1.57 5.58 -4.78
C 1.56 3.08 -5.04
C 2.39 2.13 -4.13
C 1.99 2.46 -2.70
C 1.81 4.03 -2.84
H -3.34 3.93 -5.90
H -3.04 4.13 -4.11
H -2.64 2.67 -4.90
H -1.43 5.40 -5.58
H -0.74 3.96 -6.20
H -0.72 3.39 -3.38
H -0.66 5.03 -3.30
H 1.20 6.00 -5.71
H 2.66 5.55 -4.81
H 1.38 6.35 -4.04
H 1.98 3.41 -5.98
H 0.71 2.51 -5.40
H 3.45 2.37 -4.11
H 2.09 1.11 -4.39
H 2.79 2.05 -2.08
H 1.06 1.97 -2.39
H 2.77 4.55 -2.90
H 1.26 4.52 -2.03
C -3.07 2.14 4.61
C -2.60 3.45 5.33
C -3.76 4.09 6.17
N -3.46 5.48 6.74
C -4.77 5.72 7.58
C -2.23 5.61 7.64
C -2.06 7.12 7.79
C -2.61 7.78 6.58
C -3.27 6.60 5.69
H -3.33 1.32 5.27
H -2.20 1.65 4.17
H -3.80 2.25 3.81
H -2.02 4.13 4.70
H -1.89 3.03 6.03
H -4.05 3.40 6.97
H -4.59 4.42 5.55
H -5.62 5.80 6.90
H -4.78 6.67 8.12
H -4.87 4.87 8.25
H -2.43 5.03 8.54
H -1.45 5.18 7.01
H -2.63 7.38 8.68
H -0.99 7.35 7.85
H -3.28 8.62 6.78
H -1.77 8.13 5.98
H -4.17 6.86 5.14
H -2.55 6.30 4.92
C 0.09 -6.15 0.26
C -1.34 -5.54 0.21
C -2.47 -6.26 -0.59
N -3.88 -5.57 -0.51
C -4.41 -5.48 0.92
C -4.87 -6.35 -1.38
C -5.80 -5.34 -2.15
C -5.33 -3.94 -1.68
C -3.89 -4.19 -1.16
H 0.83 -5.46 0.67
H 0.31 -6.20 -0.80
H 0.27 -7.15 0.65
H -1.33 -4.55 -0.24
H -1.57 -5.40 1.27
H -2.47 -7.32 -0.36
H -2.28 -6.14 -1.66
H -3.98 -4.68 1.51
H -4.08 -6.34 1.50
H -5.49 -5.34 0.87
H -5.46 -7.05 -0.78
H -4.21 -6.94 -2.02
H -6.87 -5.44 -1.96
H -5.72 -5.52 -3.22
H -5.92 -3.43 -0.92
H -5.26 -3.28 -2.54
H -3.39 -3.42 -0.57
H -3.09 -4.31 -1.89
O 1.00 -3.98 -5.70
C 2.06 -3.35 -5.19
O 2.24 -3.31 -3.99
O 2.99 -2.89 -5.91
H 0.58 -4.28 -4.90
O 2.82 -1.71 5.35
C 2.99 -2.28 4.18
O 3.89 -1.82 3.43
O 2.37 -3.29 3.92
H 3.29 -0.88 5.23
O -0.54 5.67 3.79
C 0.11 6.69 4.25
O -0.34 7.81 4.06
O 1.11 6.51 4.93
H 0.16 5.15 4.19
O 4.76 -4.48 -1.95
C 5.67 -3.85 -1.27
O 5.58 -2.64 -1.09
O 6.75 -4.35 -0.93
H 4.12 -3.81 -2.20
O -2.77 -2.70 2.94
C -3.52 -1.71 2.58
O -3.00 -0.61 2.89
O -4.57 -1.92 2.00
H -2.39 -1.91 3.35
O -1.17 -1.01 -3.52
C -1.86 -0.08 -2.95
O -2.85 -0.47 -2.36
O -1.47 1.09 -2.92
H -1.76 -1.73 -3.27
O 4.35 0.98 3.14
C 4.59 1.49 4.32
O 4.77 2.70 4.45
O 4.54 0.73 5.28
H 4.29 0.05 3.37
```

***

Entry 2:
Formula: C63H133N7O7
Source: the Open Molecules 2025 dataset
Level of theory: ωB97M-V/def2-TZVPD

Computed properties:
strongest force on any atom = 2.51 eV Å⁻¹
M = 1100.8 g/mol
orbital gap = 8.05 eV
SMILES = CC1(C)CCCC(C)(C)N1O.CC1(C)CCCC(C)(C)N1O.CC1(C)CCCC(C)(C)N1O.CC1(C)CCCC(C)(C)N1O.CC1(C)CCCC(C)(C)N1O.CC1(C)CCCC(C)(C)N1O.CC1(C)CCCC(C)(C)N1O

The geometry in XYZ format:
```
210
C63H133N7O7, DFT ωB97M-V/def2-TZVPD
C -7.11 -2.17 -6.50
C -5.95 -1.29 -6.04
C -4.89 -1.25 -7.16
C -6.53 0.12 -5.78
C -5.52 1.07 -5.12
C -5.14 0.43 -3.77
C -4.61 -1.00 -3.86
C -3.16 -0.92 -4.35
C -4.66 -1.64 -2.47
N -5.45 -1.78 -4.77
O -4.95 -3.09 -4.92
H -7.80 -2.35 -5.67
H -7.73 -1.73 -7.29
H -6.76 -3.15 -6.80
H -4.29 -2.16 -7.23
H -5.41 -1.14 -8.12
H -4.24 -0.38 -7.04
H -6.77 0.64 -6.71
H -7.43 0.01 -5.18
H -4.65 1.24 -5.76
H -5.99 2.03 -4.93
H -6.06 0.55 -3.17
H -4.52 1.09 -3.15
H -2.62 -1.82 -4.06
H -2.60 -0.11 -3.87
H -3.01 -0.84 -5.42
H -4.19 -2.61 -2.37
H -5.67 -1.71 -2.04
H -4.21 -0.97 -1.73
H -5.49 -3.69 -4.39
C 1.70 -4.54 0.58
C 0.42 -5.17 -0.06
C 0.04 -6.36 0.85
C -0.69 -4.14 -0.15
C -1.91 -4.38 -1.01
C -1.39 -4.85 -2.40
C -0.28 -5.94 -2.38
C -0.91 -7.29 -2.03
C 0.21 -6.00 -3.84
N 0.75 -5.53 -1.43
O 1.82 -6.48 -1.44
H 2.54 -5.22 0.59
H 2.05 -3.71 -0.05
H 1.54 -4.05 1.54
H -0.39 -7.29 0.46
H 0.96 -6.79 1.27
H -0.54 -6.05 1.73
H -1.00 -3.89 0.87
H -0.19 -3.22 -0.48
H -2.53 -5.21 -0.68
H -2.45 -3.44 -1.12
H -1.05 -3.93 -2.87
H -2.21 -5.23 -3.02
H -0.15 -8.06 -1.85
H -1.31 -7.76 -2.93
H -1.66 -7.27 -1.24
H -0.62 -5.96 -4.53
H 0.80 -6.91 -3.99
H 0.80 -5.09 -4.00
H 2.50 -6.01 -1.94
C 7.41 -0.08 6.24
C 7.65 -1.12 5.13
C 9.15 -1.18 4.82
C 7.30 -2.54 5.64
C 5.77 -2.68 5.73
C 5.14 -2.51 4.37
C 5.51 -1.16 3.70
C 5.27 -1.34 2.20
C 4.47 -0.19 4.30
N 6.95 -0.89 3.89
O 7.21 0.41 3.32
H 7.50 0.91 5.78
H 6.38 -0.19 6.59
H 8.12 -0.06 7.06
H 9.66 -0.36 4.31
H 9.78 -1.55 5.63
H 9.32 -1.92 4.02
H 7.72 -3.35 5.04
H 7.56 -2.61 6.70
H 5.51 -3.60 6.27
H 5.34 -2.02 6.50
H 4.06 -2.64 4.43
H 5.57 -3.30 3.73
H 4.34 -1.88 2.02
H 6.10 -1.90 1.78
H 5.18 -0.36 1.73
H 4.85 0.83 4.15
H 4.40 -0.16 5.39
H 3.52 -0.28 3.78
H 7.88 0.15 2.68
C 4.62 3.98 -2.24
C 4.12 3.88 -3.68
C 4.17 5.25 -4.37
C 5.15 2.93 -4.37
C 4.63 2.27 -5.66
C 3.28 1.60 -5.35
C 2.22 2.56 -4.74
C 1.68 3.40 -5.92
C 1.07 1.68 -4.19
N 2.77 3.31 -3.63
O 1.83 4.18 -3.04
H 5.63 4.40 -2.19
H 3.93 4.60 -1.67
H 4.65 2.99 -1.78
H 5.17 5.67 -4.42
H 3.78 5.21 -5.39
H 3.50 5.89 -3.79
H 5.91 3.64 -4.70
H 5.48 2.13 -3.71
H 4.52 3.00 -6.46
H 5.35 1.51 -5.94
H 3.39 0.68 -4.77
H 2.81 1.25 -6.27
H 1.06 2.81 -6.60
H 2.45 3.97 -6.43
H 0.94 4.11 -5.54
H 1.52 1.09 -3.39
H 0.65 1.06 -4.98
H 0.28 2.32 -3.79
H 1.56 3.66 -2.26
C 2.48 2.24 0.92
C 1.66 1.03 0.49
C 2.50 0.32 -0.59
C 1.50 0.18 1.74
C 0.46 -0.91 1.53
C -0.86 -0.24 1.30
C -0.92 0.63 0.03
C -0.97 -0.22 -1.28
C -2.17 1.51 0.19
N 0.32 1.43 0.00
O 0.31 2.50 -0.89
H 2.65 2.96 0.11
H 2.10 2.76 1.80
H 3.49 1.85 1.13
H 1.91 -0.52 -0.99
H 2.64 0.95 -1.48
H 3.45 -0.08 -0.23
H 2.43 -0.36 1.94
H 1.22 0.71 2.65
H 0.72 -1.46 0.62
H 0.45 -1.62 2.36
H -1.22 0.30 2.17
H -1.58 -1.07 1.24
H -0.15 -0.93 -1.21
H -0.77 0.46 -2.11
H -1.93 -0.73 -1.34
H -2.13 2.08 1.11
H -3.03 0.85 -0.01
H -2.34 2.13 -0.69
H 0.05 3.28 -0.37
C -4.31 -4.44 2.37
C -4.65 -3.00 2.79
C -4.62 -2.16 1.51
C -6.04 -3.01 3.40
C -6.42 -1.77 4.19
C -5.42 -1.57 5.32
C -3.96 -1.55 4.84
C -3.67 -0.10 4.41
C -3.04 -1.84 6.03
N -3.70 -2.59 3.82
O -2.40 -2.49 3.31
H -3.29 -4.52 1.98
H -4.33 -5.15 3.21
H -4.97 -4.79 1.57
H -3.64 -2.26 1.03
H -5.39 -2.33 0.75
H -4.65 -1.10 1.78
H -6.85 -3.09 2.66
H -6.12 -3.89 4.04
H -6.27 -0.92 3.51
H -7.47 -1.83 4.47
H -5.59 -2.30 6.12
H -5.66 -0.61 5.80
H -4.45 0.48 3.89
H -2.89 -0.09 3.65
H -3.38 0.57 5.22
H -3.35 -2.77 6.50
H -3.14 -1.04 6.77
H -1.95 -1.84 5.93
H -1.85 -2.95 3.96
C -0.70 7.52 0.23
C 0.15 6.27 0.62
C 0.59 5.62 -0.68
C 1.37 6.66 1.49
C 1.00 7.03 2.89
C 0.33 5.86 3.57
C -0.98 5.50 2.83
C -1.42 4.14 3.40
C -2.06 6.51 3.11
N -0.63 5.29 1.41
O -1.64 4.66 0.64
H -1.67 7.28 -0.22
H -1.00 8.11 1.11
H -0.06 8.19 -0.33
H 1.21 6.24 -1.32
H 1.27 4.81 -0.38
H -0.20 5.11 -1.22
H 2.04 5.81 1.34
H 1.83 7.55 1.04
H 1.82 7.42 3.51
H 0.46 7.98 2.82
H 0.07 6.11 4.60
H 1.04 5.04 3.49
H -0.67 3.42 3.05
H -2.38 3.81 3.03
H -1.27 4.13 4.48
H -2.49 6.51 4.12
H -2.97 6.32 2.54
H -1.77 7.56 3.01
H -2.26 5.39 0.44
```

***

Q: Among the records above, which one has the highest strongest force on any atom?
A: C63H133N7O21

***

Q: Look up the M of the second one.
A: 1100.8 g/mol

***

Q: Among the records above, which one has the lowest strongest force on any atom?
A: C63H133N7O7